(1)
A cluster of 2 separate species, CH6N3O2 in total at a distorted geometry, computed with wB97M-V/def2-TZVPD.

Structure (XYZ):
```
12
CH6N3O2 wB97M-V/def2-TZVPD
C 0.3644 -0.4120 0.3593
N 0.9768 -1.3234 -0.3857
N 0.8514 0.7588 0.3751
N -2.5227 -0.2704 0.4980
O 2.2504 0.9271 0.0080
O -2.5585 0.8424 -0.2455
H 1.9099 -1.0471 -0.7102
H 0.8430 -2.3306 -0.2087
H 0.3856 1.5906 0.6882
H -1.9617 -0.2018 1.3982
H 2.2703 1.6681 -0.6397
H -3.0630 0.6556 -1.1634
```

The calculation puts the largest force on an atom at 3.28 eV Å⁻¹. The value obtained for the LUMO energy (spin up / spin down) is -0.2780 / -0.1941 Eh. As for the HOMO energy (spin up / spin down): -13.64 / -15.07 eV. The charge is +1.

Here are the Löwdin charges for atoms 1 to 2, given in e: number 1, C, carries -0.09; number 2, N, carries 0.15

***

(2)
A cluster of 2 separate species, CH6N3OS in total at a distorted geometry, computed with wB97M-V/def2-TZVPD.

Structure (XYZ):
```
12
CH6N3OS wB97M-V/def2-TZVPD
C 2.3388 -0.0273 0.2949
N 1.1511 0.2062 0.1510
N -1.1554 -1.0745 -0.1702
N 0.5255 1.3361 -0.3280
O -2.0668 -0.1084 0.3252
S 3.7795 -0.3403 0.6586
H -0.1037 -0.5516 -0.0612
H -1.0304 -1.8077 0.4926
H 1.0223 2.1461 -0.5661
H -1.4041 -1.4391 -1.1166
H -0.1404 1.6187 0.5144
H -2.9164 0.0418 -0.1946
```

The calculation puts the largest force on an atom at 4.48 eV Å⁻¹. The value obtained for the LUMO energy (spin up / spin down) is -0.1258 / -0.2546 Eh. The multiplicity is 3. As for the HOMO energy (spin up / spin down): -10.15 / -14.24 eV. The expectation value of S² is 2.025. The charge is +1.

Here are the Löwdin charges for atoms 1 to 2, given in e: number 1, C, carries -0.76; number 2, N, carries -0.16

***

(3)
A cluster of 2 separate species, CH6N4 in total at a distorted geometry, computed with wB97M-V/def2-TZVPD.

Structure (XYZ):
```
11
CH6N4 wB97M-V/def2-TZVPD
H -2.8656 0.1911 -1.0982
N -2.6603 0.2660 -0.1438
N -2.0657 -0.6265 0.3793
H -1.8067 -1.3755 -0.4264
H 2.0210 -0.4157 -1.3349
N 2.6042 -0.6703 -0.3851
N 2.0819 -0.3128 0.6418
C 0.8419 0.5786 0.6736
H 1.2405 1.6153 0.9370
H 0.4912 0.7419 -0.3935
H 0.1174 0.0079 1.1503
```

The calculation puts the largest force on an atom at 4.79 eV Å⁻¹. The SMILES is [H]/N=N\[H].[H]/N=N\C. The value obtained for the LUMO energy is 0.0253 Eh. As for the HOMO energy: -8.90 eV.

Here are the Löwdin charges for atoms 1 to 2, given in e: number 1, H, carries 0.03; number 2, N, carries -0.04

***

(4)
The molecule CH6N4O at a distorted geometry, computed with wB97M-V/def2-TZVPD.

Structure (XYZ):
```
12
CH6N4O wB97M-V/def2-TZVPD
N 1.5878 -0.9252 0.0034
N 0.1740 -1.1857 -0.1387
C -0.5492 -0.0309 -0.1380
N -1.9434 -0.1947 -0.0977
N -0.1575 1.2305 -0.1017
O 1.2588 1.5048 -0.1217
H 1.8819 -1.4279 0.8101
H 1.7304 -1.3418 -0.7857
H -2.4034 -0.9680 0.0308
H -2.6008 0.7672 0.1724
H -0.6259 1.7810 0.4767
H 1.6474 0.7909 -0.1099
```

The calculation puts the largest force on an atom at 15.84 eV Å⁻¹. The SMILES is N/N=C(/N)NO. The value obtained for the LUMO energy is 0.0294 Eh. As for the HOMO energy: -8.60 eV.

Here are the Löwdin charges for atoms 1 to 2, given in e: number 1, N, carries -0.01; number 2, N, carries -0.01

***

(5)
The ion CH6N4O with charge +2 at a distorted geometry, computed with wB97M-V/def2-TZVPD.

Structure (XYZ):
```
12
CH6N4O wB97M-V/def2-TZVPD
C -0.2863 0.8046 0.2027
N -0.9566 -0.3800 0.2338
N 0.9926 0.9558 0.1631
N -2.1851 -0.4571 -0.1395
N 1.8872 -0.0102 -0.1074
O 1.1026 -1.3970 -0.0085
H -0.9120 1.6576 0.0830
H 1.4961 -2.1487 -0.6179
H 1.3955 1.8855 0.2301
H -2.6535 -1.2820 0.0315
H -2.7732 0.3959 -0.2742
H 2.8927 -0.0245 0.2034
```

The calculation puts the largest force on an atom at 5.93 eV Å⁻¹. The value obtained for the LUMO energy (spin up / spin down) is -0.4617 / -0.4649 Eh. As for the HOMO energy (spin up / spin down): -20.62 / -20.36 eV. The charge is +2.

Here are the Löwdin charges for atoms 1 to 2, given in e: number 1, C, carries -0.01; number 2, N, carries 0.14

***

(6)
A structure of composition CH6N4OS at a distorted geometry, computed with wB97M-V/def2-TZVPD.

Structure (XYZ):
```
13
CH6N4OS wB97M-V/def2-TZVPD
C -0.3469 -0.3593 -0.1593
H 2.7963 -0.3936 -0.7096
H 2.6344 -0.2122 1.1191
H 1.2142 -1.9680 -0.1600
H 0.6767 1.3726 0.3053
H -1.2953 2.8899 0.3292
H -3.3785 -1.7230 -0.3503
N 2.2067 -0.0790 0.1664
N 1.0323 -0.9123 -0.1333
N -0.2223 0.9721 0.2613
N -1.3650 -1.0919 -0.4360
O -1.1327 1.8770 -0.4726
S -2.8198 -0.3722 0.2399
```

The calculation puts the largest force on an atom at 6.06 eV Å⁻¹. The value obtained for the LUMO energy is 0.0046 Eh. As for the HOMO energy: -7.68 eV.

Here are the Löwdin charges for atoms 1 to 2, given in e: number 1, C, carries -0.55; number 2, H, carries 0.13

***

(7)
A cluster of 2 separate species, CH6N4S in total at a distorted geometry, computed with wB97M-V/def2-TZVPD.

Structure (XYZ):
```
12
CH6N4S wB97M-V/def2-TZVPD
C -0.3212 -0.5786 -0.6467
N -0.6595 1.5639 1.1488
N -1.0044 -1.2193 0.2758
N 0.9545 -0.9499 -0.9866
N 0.1316 1.2816 0.2180
S 1.4124 1.9787 -0.3402
H -0.9668 -0.0876 -1.3807
H -0.2468 2.4339 1.7429
H -0.4024 -1.5757 0.9988
H -1.9458 -0.9789 0.7051
H 1.5876 -0.1623 -1.2014
H 1.4607 -1.7058 -0.5338
```

The calculation puts the largest force on an atom at 3.64 eV Å⁻¹. The value obtained for the LUMO energy is 0.0275 Eh. As for the HOMO energy: -7.63 eV.

Here are the Löwdin charges for atoms 1 to 2, given in e: number 1, C, carries -0.36; number 2, N, carries -0.05

***

(8)
The ion CH6N5S with charge +1 at a distorted geometry, computed with wB97M-V/def2-TZVPD.

Structure (XYZ):
```
13
CH6N5S wB97M-V/def2-TZVPD
C 1.9073 -0.1793 -0.6932
N 1.6616 1.0732 -0.3139
N 0.9241 1.5291 0.5803
N -0.2796 1.0868 0.7782
N -0.7345 0.1040 -0.0158
N -2.1867 -0.1502 -0.0029
S 1.9139 -1.5787 0.3341
H 2.2916 -0.3477 -1.6848
H -0.7343 1.6933 1.4977
H -2.2806 -0.7183 -0.8894
H -2.9548 0.5237 -0.0688
H -2.4337 -0.7608 0.7834
H 2.9057 -2.2752 -0.3049
```

The calculation puts the largest force on an atom at 4.72 eV Å⁻¹. The value obtained for the LUMO energy (spin up / spin down) is -0.1559 / -0.1559 Eh. As for the HOMO energy (spin up / spin down): -12.60 / -12.61 eV. The charge is +1.

Here are the Löwdin charges for atoms 1 to 2, given in e: number 1, C, carries -0.50; number 2, N, carries -0.01

***

(9)
A cluster of 2 separate species, CH6NO in total at a distorted geometry, computed with wB97M-V/def2-TZVPD.

Structure (XYZ):
```
9
CH6NO wB97M-V/def2-TZVPD
O 1.8486 -0.8907 0.5457
H 2.2668 -0.6836 -0.2962
C -0.8576 0.9165 0.3544
N -1.1799 -0.0242 -0.8541
H -0.3083 0.3107 1.0702
H -0.3468 1.8135 -0.0857
H -1.7400 1.0650 0.8514
H -0.7515 -0.9517 -0.4596
H -0.5041 0.2422 -1.5931
```

The calculation puts the largest force on an atom at 3.62 eV Å⁻¹. The value obtained for the LUMO energy is 0.1707 Eh. As for the HOMO energy: -2.27 eV. The charge is -1.

Here are the Löwdin charges for atoms 1 to 2, given in e: number 1, O, carries -0.65; number 2, H, carries -0.23

***

(10)
A cluster of 2 separate species, CH6NO in total at a distorted geometry, computed with wB97M-V/def2-TZVPD.

Structure (XYZ):
```
9
CH6NO wB97M-V/def2-TZVPD
O -1.0063 0.2404 1.5016
H -0.4624 0.4123 -0.2061
H -1.5538 1.0294 1.4399
H -1.6034 -0.3873 1.8746
C 1.2870 -0.3039 -0.6895
N 0.1041 0.0313 -0.9820
H 1.5822 -0.2714 0.3523
H 2.0109 -0.6826 -1.4013
H -0.3583 -0.0683 -1.8894
```

The calculation puts the largest force on an atom at 1.33 eV Å⁻¹. The value obtained for the LUMO energy is -0.1973 Eh. As for the HOMO energy: -16.88 eV. The charge is +1.

Here are the Löwdin charges for atoms 1 to 2, given in e: number 1, O, carries -0.02; number 2, H, carries 0.10